# C3H8N2O

The molecule C3H8N2O (the ωB97M-V functional and the def2-TZVPD basis, the Open Molecules 2025 dataset).

XYZ file:
```
14
C3H8N2O, DFT the ωB97M-V functional and the def2-TZVPD basis
C -0.27 -1.25 -1.15
C -0.23 -0.32 -0.06
N 0.10 -1.18 1.21
C 0.79 0.91 -0.31
N 0.87 2.10 0.08
O -0.03 2.27 1.13
H -0.95 -1.18 -2.06
H -0.74 -2.32 -0.80
H 0.95 -1.35 -1.42
H -1.22 0.48 0.05
H -0.79 -1.75 1.20
H -0.10 -0.35 1.95
H 1.44 0.81 -1.12
H 0.20 3.14 1.30
```

Calculated values
ΔE to the lowest compared entry with this formula, charge and spin = 5.291 eV
Highest occupied orbital energy = -9.8 eV
HOMO-LUMO gap = 10.752 eV
LUMO = 0.9 eV

---

# C3H8N2O

A cluster of 2 separate species, C3H8N2O in total (the ωB97M-V functional and the def2-TZVPD basis, the Open Molecules 2025 dataset).

XYZ file:
```
14
C3H8N2O, DFT the ωB97M-V functional and the def2-TZVPD basis
C 1.87 -0.66 0.07
C 0.62 -1.11 0.15
N -0.07 -1.19 1.34
H 2.34 -0.10 0.87
H 2.42 -0.73 -0.86
H 0.15 -1.59 -0.70
H -1.02 -1.49 1.37
H 0.41 -1.29 2.22
N -1.31 1.60 -0.01
C -1.29 1.18 -1.33
O -1.54 0.07 -1.72
H -0.74 2.44 0.08
H -0.82 0.92 0.58
H -1.02 1.95 -2.07
```

Calculated values
ΔE to the lowest compared entry with this formula, charge and spin = 1.522 eV
Highest occupied orbital energy = -8.4 eV
HOMO-LUMO gap = 9.409 eV
LUMO = 1.0 eV

---

# C3H8N2O

A cluster of 2 separate species, C3H8N2O in total (the ωB97M-V functional and the def2-TZVPD basis, the Open Molecules 2025 dataset).

XYZ file:
```
14
C3H8N2O, DFT the ωB97M-V functional and the def2-TZVPD basis
H 1.34 -1.62 1.50
N 1.12 -0.72 1.03
C -0.07 -0.60 0.60
C -1.19 -1.65 0.65
N -0.40 0.44 -0.18
C -0.67 1.65 -0.12
H -2.06 -1.52 -0.06
H -1.44 -1.72 1.70
H -0.67 -2.66 0.36
H -0.90 2.26 0.71
H -0.83 2.10 -1.10
O 1.59 1.58 -1.72
H 1.75 0.55 -1.73
H 2.44 1.92 -1.64
```

Calculated values
ΔE to the lowest compared entry with this formula, charge and spin = 2.813 eV
Highest occupied orbital energy = -8.9 eV
HOMO-LUMO gap = 9.883 eV
LUMO = 0.9 eV

---

# C3H8N2O

The molecule C3H8N2O (the ωB97M-V functional and the def2-TZVPD basis, the Open Molecules 2025 dataset).

XYZ file:
```
14
C3H8N2O, DFT the ωB97M-V functional and the def2-TZVPD basis
N 2.20 0.11 -0.43
C 1.22 0.51 -1.41
C -0.22 0.72 -0.88
N -0.66 -0.42 -0.12
C -1.29 -0.16 1.15
O -1.65 -0.89 2.07
H 2.52 -0.82 -0.53
H 1.93 0.43 0.41
H 1.78 1.35 -1.92
H 1.14 -0.24 -2.17
H -0.93 0.87 -1.78
H -0.22 1.76 -0.32
H -0.25 -1.31 -0.60
H -1.81 0.80 1.03
```

Calculated values
ΔE to the lowest compared entry with this formula, charge and spin = 2.433 eV
Highest occupied orbital energy = -9.4 eV
HOMO-LUMO gap = 10.232 eV
LUMO = 0.9 eV

---

# C3H8N2O

The molecule C3H8N2O (the ωB97M-V functional and the def2-TZVPD basis, the Open Molecules 2025 dataset).

XYZ file:
```
14
C3H8N2O, DFT the ωB97M-V functional and the def2-TZVPD basis
C 0.23 -0.44 -1.61
N 0.27 0.28 -0.36
C -1.02 0.60 0.19
N -0.92 0.57 1.62
O 0.08 -0.57 1.80
C 0.99 -0.42 0.76
H -0.30 0.17 -2.35
H -0.27 -1.41 -1.53
H 1.25 -0.59 -1.96
H -1.30 1.69 0.16
H -1.82 -0.08 -0.15
H -0.37 1.36 1.95
H 1.84 0.22 1.05
H 1.34 -1.40 0.43
```

Calculated values
ΔE to the lowest compared entry with this formula, charge and spin = 3.540 eV
Highest occupied orbital energy = -9.0 eV
HOMO-LUMO gap = 9.971 eV
LUMO = 1.0 eV

---

# C3H8N2O

The molecule C3H8N2O (the ωB97M-V functional and the def2-TZVPD basis, the Open Molecules 2025 dataset).

XYZ file:
```
14
C3H8N2O, DFT the ωB97M-V functional and the def2-TZVPD basis
C -0.83 -1.48 0.41
N -0.07 -0.58 1.26
C 0.06 0.79 0.86
O -0.86 1.35 -0.01
C 0.56 1.29 -0.44
N 0.90 0.48 -1.53
H -0.25 -1.94 -0.41
H -1.68 -0.94 0.00
H -1.21 -2.29 1.04
H 0.83 -0.96 1.53
H 0.32 1.40 1.73
H 1.07 2.25 -0.45
H 0.32 -0.35 -1.58
H 0.83 0.98 -2.41
```

Calculated values
ΔE to the lowest compared entry with this formula, charge and spin = 2.367 eV
Highest occupied orbital energy = -8.5 eV
HOMO-LUMO gap = 9.533 eV
LUMO = 1.1 eV

---

# C3H8N2O

A structure of composition C3H8N2O (the ωB97M-V functional and the def2-TZVPD basis, the Open Molecules 2025 dataset).

XYZ file:
```
14
C3H8N2O, DFT the ωB97M-V functional and the def2-TZVPD basis
C 1.04 -0.62 0.40
C 0.16 0.02 -0.70
C -0.58 -0.85 -1.58
N -0.15 0.16 0.66
N -0.22 2.43 2.12
O 0.28 1.84 1.07
H 0.74 -1.68 0.55
H 2.03 -0.18 0.62
H 0.62 0.87 -1.25
H -1.10 -0.41 -2.50
H -1.25 -1.57 -0.99
H 0.08 -1.54 -2.16
H -0.36 2.00 3.07
H -1.09 2.94 2.01
```

Calculated values
ΔE to the lowest compared entry with this formula, charge and spin = 6.755 eV
Highest occupied orbital energy = -8.5 eV
HOMO-LUMO gap = 9.357 eV
LUMO = 0.8 eV

---

# C3H8N2O

A structure of composition C3H8N2O (the ωB97M-V functional and the def2-TZVPD basis, the Open Molecules 2025 dataset).

XYZ file:
```
14
C3H8N2O, DFT the ωB97M-V functional and the def2-TZVPD basis
C 0.34 0.52 -1.01
C -1.14 0.35 1.26
C 0.25 -0.05 0.85
N 0.26 -0.80 -0.64
O 1.20 0.74 -2.08
N 1.10 -0.38 1.72
H 0.68 0.79 -2.90
H -0.59 1.07 -1.10
H 1.11 -1.33 -0.79
H -0.78 -1.63 -0.77
H 2.01 -0.65 1.34
H -1.87 -0.29 0.78
H -1.24 0.26 2.34
H -1.34 1.39 0.99
```

Calculated values
ΔE to the lowest compared entry with this formula, charge and spin = 6.266 eV
Highest occupied orbital energy = -6.9 eV
HOMO-LUMO gap = 7.423 eV
LUMO = 0.5 eV

---

# C3H8N2O

The molecule C3H8N2O (the ωB97M-V functional and the def2-TZVPD basis, the Open Molecules 2025 dataset).

XYZ file:
```
14
C3H8N2O, DFT the ωB97M-V functional and the def2-TZVPD basis
C -0.89 0.81 1.09
N 0.32 0.16 0.47
C 0.48 -1.23 0.99
C 0.58 0.12 -1.04
O 1.63 -0.32 -1.45
N -0.44 0.64 -1.72
H -0.94 1.83 0.67
H -1.76 0.23 0.74
H 1.13 0.68 0.82
H 1.42 -1.66 0.63
H 0.43 -1.17 2.07
H -0.37 -1.82 0.62
H -0.38 0.72 -2.72
H -1.21 1.02 -1.18
```

Calculated values
ΔE to the lowest compared entry with this formula, charge and spin = 3.248 eV
Highest occupied orbital energy = -6.9 eV
HOMO-LUMO gap = 7.644 eV
LUMO = 0.7 eV

---

# C3H8N2O

A cluster of 2 separate species, C3H8N2O in total (the ωB97M-V functional and the def2-TZVPD basis, the Open Molecules 2025 dataset).

XYZ file:
```
14
C3H8N2O, DFT the ωB97M-V functional and the def2-TZVPD basis
C 0.63 -2.85 -3.10
C -0.20 -1.88 -2.61
N -0.20 -1.40 -1.22
H 1.59 -3.12 -2.80
H 0.31 -3.55 -3.96
H -1.08 -1.67 -3.09
H -0.94 -0.62 -1.01
H 0.74 -1.21 -0.86
N 0.62 1.34 2.83
C -0.02 2.08 1.92
O -0.92 2.86 1.98
H 0.75 0.39 2.59
H 0.22 1.43 3.75
H 0.43 1.75 0.95
```

Calculated values
ΔE to the lowest compared entry with this formula, charge and spin = 2.545 eV
Highest occupied orbital energy = -8.5 eV
HOMO-LUMO gap = 9.044 eV
LUMO = 0.6 eV

---

# C3H8N2O

The molecule C3H8N2O (the ωB97M-V functional and the def2-TZVPD basis, the Open Molecules 2025 dataset).

XYZ file:
```
14
C3H8N2O, DFT the ωB97M-V functional and the def2-TZVPD basis
N -2.42 -0.94 1.16
C -1.46 -0.81 0.10
N -0.37 0.15 0.38
C 0.96 -0.26 -0.02
C 1.78 0.93 -0.46
O 1.93 1.26 -1.60
H -1.96 -1.26 2.01
H -2.81 -0.03 1.39
H -1.04 -1.80 -0.12
H -1.99 -0.50 -0.80
H -0.42 0.42 1.35
H 0.89 -0.94 -0.87
H 1.51 -0.82 0.76
H 2.24 1.54 0.34
```

Calculated values
ΔE to the lowest compared entry with this formula, charge and spin = 1.913 eV
Highest occupied orbital energy = -9.0 eV
HOMO-LUMO gap = 9.911 eV
LUMO = 0.9 eV

---

# C3H8N2O

A cluster of 2 separate species, C3H8N2O in total (the ωB97M-V functional and the def2-TZVPD basis, the Open Molecules 2025 dataset).

XYZ file:
```
14
C3H8N2O, DFT the ωB97M-V functional and the def2-TZVPD basis
C 1.47 -0.58 -0.86
C 0.46 -0.42 0.14
C 0.32 1.08 0.45
N -0.09 -1.41 0.63
H 1.28 0.17 -1.70
H 2.46 -0.35 -0.33
H 1.49 -1.54 -1.34
H 0.98 1.37 1.27
H -0.67 1.23 0.73
H 0.70 1.79 -0.32
H -0.73 -1.35 1.40
N -2.39 -0.07 0.34
O -3.34 0.67 0.08
H -1.94 -0.60 -0.50
```

Calculated values
ΔE to the lowest compared entry with this formula, charge and spin = 4.929 eV
Highest occupied orbital energy (spin up / spin down) = -9.4 / -9.4 eV
HOMO-LUMO gap (spin up / spin down) = 8.760 / 8.761 eV
LUMO (spin up / spin down) = -0.6 / -0.6 eV

---

# C3H8N2O

A cluster of 2 separate species, C3H8N2O in total (the ωB97M-V functional and the def2-TZVPD basis, the Open Molecules 2025 dataset).

XYZ file:
```
14
C3H8N2O, DFT the ωB97M-V functional and the def2-TZVPD basis
H -1.84 -0.08 2.10
N -1.34 0.15 1.26
C -2.02 -0.17 0.22
N -1.83 0.31 -1.02
H -2.90 -0.82 0.35
H -0.91 0.68 -1.23
H -2.54 0.31 -1.73
C 2.90 -0.53 0.04
C 1.58 -0.46 0.04
O 0.90 0.65 -0.41
H 3.53 0.25 -0.36
H 3.36 -1.42 0.44
H 0.98 -1.12 0.66
H 0.45 1.02 0.37
```

Calculated values
ΔE to the lowest compared entry with this formula, charge and spin = 2.118 eV
Highest occupied orbital energy = -9.2 eV
HOMO-LUMO gap = 10.182 eV
LUMO = 1.0 eV

---

# C3H8N2O

A structure of composition C3H8N2O (the ωB97M-V functional and the def2-TZVPD basis, the Open Molecules 2025 dataset).

XYZ file:
```
14
C3H8N2O, DFT the ωB97M-V functional and the def2-TZVPD basis
C 1.04 0.20 0.40
C -1.56 0.97 0.91
C 0.30 -0.92 -1.45
O 2.32 -0.24 0.36
N 0.00 -0.66 0.38
N -1.23 -0.43 0.66
H 2.32 -1.19 0.18
H 0.98 1.20 0.81
H -2.64 1.04 1.05
H -1.28 1.62 0.06
H -1.07 1.38 1.80
H -0.19 -1.88 -1.47
H -0.30 -0.13 -1.89
H 1.32 -0.97 -1.81
```

Calculated values
ΔE to the lowest compared entry with this formula, charge and spin = 6.007 eV
Highest occupied orbital energy (spin up / spin down) = -7.3 / -7.3 eV
HOMO-LUMO gap (spin up / spin down) = 7.509 / 7.506 eV
LUMO (spin up / spin down) = 0.2 / 0.2 eV

---

# C3H8N2O

A cluster of 2 separate species, C3H8N2O in total (the ωB97M-V functional and the def2-TZVPD basis, the Open Molecules 2025 dataset).

XYZ file:
```
14
C3H8N2O, DFT the ωB97M-V functional and the def2-TZVPD basis
H -0.66 -5.24 1.45
N -0.14 -4.84 2.24
C 1.06 -4.62 1.87
N 1.61 -4.69 0.61
H 1.75 -4.24 2.62
H 1.26 -5.38 -0.02
H 2.60 -4.50 0.58
C -1.25 5.69 -2.15
C -0.94 4.93 -1.12
O -0.49 3.64 -1.24
H -1.22 5.29 -3.16
H -1.72 6.66 -2.07
H -0.89 5.25 -0.08
H -0.43 3.49 -2.19
```

Calculated values
ΔE to the lowest compared entry with this formula, charge and spin = 2.214 eV
Highest occupied orbital energy = -9.2 eV
HOMO-LUMO gap = 10.244 eV
LUMO = 1.0 eV

---

# C3H8N2O2

A cluster of 3 separate species, C3H8N2O2 in total (the ωB97M-V functional and the def2-TZVPD basis, the Open Molecules 2025 dataset).

XYZ file:
```
15
C3H8N2O2, DFT the ωB97M-V functional and the def2-TZVPD basis
C -1.57 -2.78 -0.91
C -2.14 -1.45 -1.35
N -1.62 -0.49 -0.54
C -0.64 -1.03 0.21
N -0.59 -2.43 0.00
H -1.91 -3.71 -1.41
H -2.88 -1.28 -2.18
H 0.13 -0.52 0.83
H 0.03 -3.00 0.66
H 1.94 2.98 3.26
H 2.52 1.78 2.36
O 1.75 2.02 2.87
H 2.71 4.82 -0.85
H 2.14 3.54 -1.66
O 2.87 3.91 -0.99
```

Calculated values
ΔE to the lowest compared entry with this formula, charge and spin = 2.700 eV
Highest occupied orbital energy (spin up / spin down) = 1.1 / -5.6 eV
HOMO-LUMO gap (spin up / spin down) = 2.222 / 8.925 eV
LUMO (spin up / spin down) = 3.3 / 3.3 eV
2S+1 = 2
Charge = -1

---

# C3H8N2O2

A cluster of 2 separate species, C3H8N2O2 in total (the ωB97M-V functional and the def2-TZVPD basis, the Open Molecules 2025 dataset).

XYZ file:
```
15
C3H8N2O2, DFT the ωB97M-V functional and the def2-TZVPD basis
O -1.00 1.79 -0.66
C -2.21 1.78 -0.23
O -2.60 1.16 0.76
H -2.92 2.31 -0.88
C 0.81 -0.98 -0.63
C 0.88 -0.71 0.67
N 0.21 0.46 1.19
N 1.35 -2.11 -1.26
H 0.26 -0.33 -1.30
H 1.42 -1.34 1.37
H 0.88 1.17 1.46
H -0.36 1.00 0.31
H -0.51 0.32 1.90
H 1.92 -2.62 -0.60
H 1.87 -1.91 -2.09
```

Calculated values
ΔE to the lowest compared entry with this formula, charge and spin = 1.695 eV
Highest occupied orbital energy = -9.1 eV
HOMO-LUMO gap = 9.695 eV
LUMO = 0.6 eV

---

# C3H8N2O2

The molecule C3H8N2O2 (the ωB97M-V functional and the def2-TZVPD basis, the Open Molecules 2025 dataset).

XYZ file:
```
15
C3H8N2O2, DFT the ωB97M-V functional and the def2-TZVPD basis
N -2.00 1.42 0.17
C -1.08 0.40 -0.50
C 0.29 0.62 0.11
N 1.36 -0.26 -0.36
C 1.59 -1.49 0.16
O 2.65 -2.06 0.25
O 0.43 -2.12 0.62
H -1.42 2.22 0.38
H -2.69 1.68 -0.53
H -1.58 -0.52 -0.19
H -1.07 0.42 -1.59
H 0.16 0.49 1.19
H 0.64 1.60 -0.21
H 2.06 -0.01 -1.04
H 0.65 -2.37 1.53
```

Calculated values
ΔE to the lowest compared entry with this formula, charge and spin = 1.030 eV
Highest occupied orbital energy = -9.7 eV
HOMO-LUMO gap = 10.435 eV
LUMO = 0.7 eV